Formula: C2H6N2
Source: the Open Molecules 2025 dataset
Level of theory: wB97M-V/def2-TZVPD

```
10
Properties=species:S:1:pos:R:3:forces:R:3:mulliken_charge:R:1
H -2.50488 -0.70383 0.14912 0.0 0.0 0.0 0.260
N -1.88137 0.05771 0.37520 0.8 1.3 1.1 -0.683
C -0.68384 -0.27336 0.06533 -1.7 -1.6 -2.0 0.152
N 0.47943 0.41239 0.09271 0.2 0.3 0.1 -0.230
C 1.75919 -0.08983 -0.41623 -0.9 0.3 -0.2 -0.672
H -0.71420 -1.21648 -0.51577 1.5 0.1 0.3 0.141
H 0.54534 1.23513 0.66924 -0.3 0.1 0.0 0.265
H 2.10880 0.36725 -1.35219 -0.4 0.3 0.2 0.238
H 2.47027 0.16506 0.35933 0.6 -0.7 0.0 0.257
H 1.63128 -1.14341 -0.67213 0.4 -0.1 0.6 0.271
```
Positions in Å, forces in eV/Å.

Properties
energy: -5150.671 eV
SMILES: [H]/N=C/NC
LUMO: 1.03 eV
HOMO energy: -8.87 eV
HOMO-LUMO gap: 9.904 eV

Formula: C50H46BrEuGeN4O2
Source: the Open Molecules 2025 dataset
Level of theory: wB97M-V/def2-TZVPD

```
105
Properties=species:S:1:pos:R:3:forces:R:3:mulliken_charge:R:1
Eu -0.15800 -0.93820 0.12840 1.9 -0.5 0.6 0.463
C 2.81150 2.26310 4.63270 0.1 0.0 0.0 -0.981
C 2.89220 1.04920 5.50740 -0.1 0.0 0.0 1.376
C 3.89900 0.93500 6.45880 0.0 -0.1 0.0 -0.689
C 3.97430 -0.15920 7.30200 0.1 0.0 0.0 -0.616
C 3.03780 -1.17540 7.20380 0.0 0.0 0.0 -0.662
C 2.03700 -1.08920 6.25550 0.0 0.0 0.0 -0.821
C 1.95880 0.01040 5.40580 0.1 0.0 0.0 -0.305
N 0.89980 0.08590 4.47260 -0.2 0.0 0.4 0.539
C 1.02620 0.03300 3.10160 -0.3 0.1 -0.7 -0.493
N 2.28430 -0.15050 2.64600 0.3 -0.3 0.7 0.813
C 2.86650 -0.05500 1.35370 0.0 0.2 -1.2 -0.443
C 2.08520 0.13020 0.19190 1.2 0.5 0.3 0.142
C 2.82820 0.35690 -0.98240 -0.1 0.1 0.5 0.140
C 4.21240 0.37360 -1.02030 0.0 -0.1 -0.2 -1.326
C 4.92480 0.08570 0.12840 0.0 0.0 0.0 -0.720
C 4.26900 -0.14850 1.32780 0.0 0.0 0.1 1.078
C 5.08440 -0.53160 2.53670 -0.1 0.1 -0.1 -1.585
N -0.00900 0.13870 2.32180 0.1 0.2 0.8 0.767
C -1.29190 0.29940 2.90520 0.2 -0.1 0.2 -0.992
C -2.13490 -0.81560 2.93040 0.2 0.0 0.0 0.114
C -3.40360 -0.72280 3.46770 0.0 0.0 0.1 -0.905
C -3.82890 0.47540 4.01830 -0.1 -0.1 0.0 -0.739
C -3.00360 1.58370 3.98230 0.0 -0.1 0.0 -0.562
C -1.73680 1.52530 3.41560 0.0 -0.1 -0.1 1.558
C -0.88850 2.76260 3.35140 0.0 -0.1 0.1 -1.781
H 3.16590 3.13800 5.17340 0.0 0.1 0.0 0.575
H 1.78880 2.43410 4.30870 0.0 0.1 -0.1 -0.143
H 3.43050 2.14140 3.74350 0.0 0.0 -0.1 0.164
H 4.62750 1.72950 6.54490 0.0 0.1 0.0 0.428
H 4.75640 -0.21830 8.04350 0.1 0.0 0.1 0.398
H 3.08990 -2.03290 7.85760 0.0 -0.1 0.1 0.397
H 1.30530 -1.87810 6.15980 -0.1 -0.1 -0.1 0.477
H -0.02660 -0.12850 4.81660 0.1 0.0 -0.1 0.355
H 2.96040 -0.33080 3.37640 -0.2 0.0 -0.1 -0.238
H 2.30140 0.57360 -1.91120 -0.1 -0.1 -0.1 0.327
H 4.73110 0.58450 -1.94490 0.1 0.0 -0.1 0.367
H 6.00520 0.05330 0.10440 0.1 -0.1 0.0 0.301
H 6.11360 -0.70800 2.23120 0.1 0.0 0.1 0.398
H 4.70970 -1.45380 2.98490 0.0 -0.1 0.1 0.371
H 5.09430 0.24930 3.29950 0.0 0.0 0.2 0.237
H -1.77170 -1.75960 2.52270 -0.1 0.2 0.0 0.182
H -4.05220 -1.58590 3.46640 -0.1 -0.1 0.0 0.433
H -4.80790 0.54580 4.46540 -0.2 0.0 0.0 0.384
H -3.34760 2.51900 4.40120 0.0 0.1 0.0 0.445
H -1.50440 3.62140 3.08920 0.0 0.1 0.0 0.560
H -0.09680 2.64440 2.61340 0.1 0.0 0.0 0.190
H -0.43620 2.96470 4.32360 0.1 0.1 0.0 0.274
N 0.00880 2.54790 -0.42540 0.0 0.6 0.1 -0.114
C -0.04090 1.44440 -0.79520 -0.1 0.6 -0.5 -0.142
H 0.24760 3.40530 0.02790 0.0 -0.2 -0.1 0.234
Br 0.45900 -7.94320 1.85530 0.0 0.1 0.0 -0.285
C 0.33660 -6.07980 1.41070 0.0 -0.1 0.1 0.024
C 0.21090 -5.71090 0.08880 0.0 -0.2 -0.1 -0.758
C 0.11580 -4.36510 -0.22280 0.0 0.3 0.2 0.200
C 0.15690 -3.32130 0.72660 0.2 -1.3 0.3 0.389
C 0.29810 -3.78590 2.05380 0.0 0.2 -0.4 -0.009
C 0.37870 -5.12560 2.40660 0.0 -0.2 0.2 -0.851
H 0.18530 -6.46220 -0.68660 0.0 -0.1 -0.1 0.459
H 0.01510 -4.13450 -1.28070 0.0 0.0 -0.1 -0.245
H 0.35830 -3.06930 2.87490 0.0 0.0 0.0 0.098
H 0.47230 -5.41840 3.44390 0.0 -0.1 0.1 0.413
O -3.70580 0.48780 -1.35570 -0.4 0.4 -0.2 -0.757
C -2.83740 -0.36740 -1.35880 -0.3 -0.2 -0.4 0.134
O -2.21140 -0.79840 -0.33210 -2.5 0.0 -0.7 -0.475
C -2.45570 -1.03610 -2.71910 0.0 0.1 0.3 -0.598
C -1.01830 -1.53350 -2.72460 0.2 -0.4 -0.5 0.046
Ge -0.41930 -2.63540 -4.28610 0.2 0.3 0.7 2.085
C -1.74440 -4.07990 -4.57020 0.5 0.5 -0.1 0.160
C -2.88390 -3.89840 -5.34260 0.1 0.1 0.0 -0.370
C -3.85240 -4.88530 -5.40720 -0.2 0.0 -0.1 -0.689
C -3.69370 -6.06480 -4.70000 0.0 0.0 0.0 -0.441
C -2.55800 -6.25720 -3.93220 -0.1 -0.1 0.0 -0.783
C -1.59300 -5.26960 -3.86800 0.2 0.1 0.1 -0.118
C 1.32350 -3.43070 -3.75080 -0.6 0.2 -0.3 0.077
C 1.83090 -4.56420 -4.37590 -0.2 0.0 -0.1 -0.361
C 3.09420 -5.03760 -4.07010 0.1 -0.1 -0.1 -0.671
C 3.87910 -4.37750 -3.14040 0.0 0.0 0.0 -0.618
C 3.38000 -3.25790 -2.49860 0.1 0.1 0.1 -0.278
C 2.11240 -2.79420 -2.80050 -0.2 0.3 0.1 -0.199
C -0.00060 -1.44920 -5.82380 -0.3 -0.5 0.5 0.141
C 0.51980 -1.97770 -6.99910 -0.1 -0.1 0.0 -0.433
C 0.97140 -1.14550 -8.00740 0.1 0.0 -0.1 -0.725
C 0.91900 0.22980 -7.84910 0.0 0.0 0.0 -0.405
C 0.39610 0.76710 -6.68570 0.0 0.2 -0.1 -0.726
C -0.06150 -0.06910 -5.68290 -0.1 0.0 0.2 -0.254
H -2.63270 -0.30390 -3.50960 -0.1 0.0 0.0 0.172
H -3.15080 -1.86790 -2.88030 0.0 0.1 0.0 0.348
H -0.88700 -2.18740 -1.84680 0.0 0.0 -0.4 -0.260
H -0.34090 -0.66900 -2.64700 0.0 -0.2 0.1 0.322
H -3.01320 -2.97430 -5.89070 -0.1 0.1 -0.1 0.372
H -4.74020 -4.73490 -6.00350 -0.1 0.0 -0.1 0.388
H -4.45220 -6.83250 -4.75120 -0.1 -0.1 0.0 0.377
H -2.42800 -7.17420 -3.37720 0.0 -0.1 0.1 0.417
H -0.70710 -5.42190 -3.26570 0.0 0.0 0.1 0.209
H 1.22410 -5.07890 -5.11010 0.0 -0.1 -0.1 0.362
H 3.47250 -5.92170 -4.56100 0.0 -0.1 -0.1 0.390
H 4.87400 -4.73630 -2.92100 0.1 0.0 0.1 0.395
H 3.97400 -2.73760 -1.76290 0.1 0.1 0.1 0.476
H 1.74130 -1.91120 -2.28020 0.1 -0.1 -0.1 -0.122
H 0.57490 -3.05250 -7.11740 0.1 -0.1 -0.1 0.344
H 1.37580 -1.56740 -8.91630 0.0 0.0 -0.1 0.384
H 1.28940 0.87790 -8.63060 0.0 0.1 -0.1 0.371
H 0.35310 1.83920 -6.55450 0.0 0.1 0.0 0.395
H -0.47000 0.36280 -4.77940 0.0 0.1 0.1 0.251
```
Positions in Å, forces in eV/Å.

Properties
energy: -208539.895 eV
charge: -1
multiplicity: 8
⟨S²⟩: 15.7608
LUMO (alpha / beta): 2.28 / 2.28 eV
HOMO energy (alpha / beta): -2.63 / -4.57 eV
HOMO-LUMO gap (alpha / beta): 4.905 / 6.843 eV

Formula: C38H89AsF6N10O4
Source: the Open Molecules 2025 dataset
Level of theory: wB97M-V/def2-TZVPD

```
148
Properties=species:S:1:pos:R:3:forces:R:3:mulliken_charge:R:1
As -0.30307 -0.19528 -0.75417 -0.2 -0.7 -1.4 2.307
F -1.57543 -0.70133 -1.94070 1.6 0.3 1.2 -0.491
F -1.03568 -1.17592 0.53114 0.0 0.4 -0.7 -0.599
F 0.88732 0.29486 0.45606 -0.4 0.0 -1.1 -0.445
F 0.49976 0.83833 -2.09225 -0.8 -1.5 1.9 -0.495
F -1.36826 1.16361 -0.36718 1.1 -0.7 -0.1 -0.447
F 0.71016 -1.68699 -1.16088 -1.2 2.4 0.2 -0.432
C -1.94677 -2.64196 4.79992 -0.8 -0.2 0.3 -1.486
C -1.02955 -2.00815 3.81668 -0.5 1.0 -0.8 -0.051
N -0.62991 -0.67534 4.26734 4.2 -0.7 -0.5 0.498
C -1.41730 0.30924 4.64386 -1.1 1.9 2.1 -0.342
C -0.63365 1.23899 5.28830 0.9 0.8 0.4 -0.818
N 0.70132 0.88203 5.20702 -2.5 -3.8 -2.8 0.152
C 0.66907 -0.32466 4.47771 -0.3 1.5 2.3 -0.433
C 1.82807 1.54322 5.82076 0.4 0.5 0.2 -0.758
H -2.13187 -3.65870 4.45342 0.1 -0.2 0.5 0.398
H -2.92464 -2.16107 4.77510 0.0 0.1 0.1 0.425
H -1.58696 -2.57548 5.82668 0.1 -0.5 -0.1 0.387
H -1.60050 -1.74379 2.92661 0.3 -0.8 -0.5 -0.088
H -0.13588 -2.60199 3.62482 -0.1 0.2 -0.2 0.374
H -2.49394 0.22515 4.65699 0.1 0.1 -0.2 0.584
H -0.83149 2.10381 5.90421 -0.6 0.0 -0.3 0.620
H 1.53059 -0.97215 4.40734 -0.2 0.0 -0.3 0.528
H 1.89376 1.26816 6.87344 -0.1 0.1 0.0 0.364
H 1.64524 2.61177 5.70730 0.3 0.0 0.2 0.296
H 2.76728 1.27561 5.33663 -0.2 0.0 -0.1 0.324
C 2.00574 3.85370 0.18627 -0.6 1.2 0.1 -0.930
C 2.04009 3.98197 -1.33853 0.1 -2.3 -0.4 -0.120
N 0.91613 4.58650 -2.03245 -1.9 3.0 -0.8 0.482
C -0.30223 3.93308 -2.27349 -0.8 0.8 -0.4 -0.413
C -1.22468 4.86079 -2.78291 2.0 -1.3 1.0 -1.118
N -0.57066 6.02327 -2.86118 4.5 0.0 1.5 0.122
C 0.78878 5.90480 -2.42526 -3.9 -2.2 0.1 -0.077
C -1.23480 7.22171 -3.20250 0.4 2.6 -0.8 -0.914
H 1.15014 3.39596 0.68278 -0.1 -0.8 -0.7 0.045
H 1.91946 4.85316 0.61259 0.8 0.2 0.0 0.385
H 2.93705 3.38245 0.50040 -0.1 0.1 0.1 0.354
H 1.94812 3.00317 -1.80927 0.6 -0.6 0.5 -0.290
H 3.02920 4.32371 -1.64346 -0.4 0.7 -0.2 0.464
H -0.45575 2.87762 -2.10365 0.3 0.1 0.2 0.765
H -2.26846 4.91545 -3.05482 0.0 -0.8 0.0 0.589
H 1.48720 6.70392 -2.22520 0.0 0.0 -0.3 0.419
H -1.52184 7.22167 -4.25403 -0.6 -0.2 0.2 0.374
H -0.52806 8.05053 -3.16162 0.1 0.0 0.1 0.355
H -2.00301 7.48592 -2.47576 -0.3 -0.3 -0.4 0.358
C -1.06295 -9.01626 1.33489 0.3 0.0 0.3 -0.856
C 0.08370 -8.81846 0.31452 -0.3 0.3 -0.8 -0.727
N 0.85413 -7.56188 0.56536 1.1 1.9 0.2 0.137
C 2.01424 -7.45148 1.32904 -0.1 2.8 -0.1 -0.470
C 2.47373 -6.07874 1.27866 -2.8 -3.2 -0.8 -0.322
N 1.54073 -5.42931 0.42898 -0.1 -2.4 0.7 0.362
C 0.59496 -6.34731 0.03280 1.5 0.2 0.6 -0.344
C 1.59727 -4.04323 -0.02248 0.1 -0.3 -0.1 -0.974
H -0.67921 -9.31662 2.30989 0.1 0.0 0.0 0.341
H -1.86055 -9.71932 1.09478 0.6 -0.4 -0.6 0.403
H -1.64592 -8.10988 1.49840 0.4 0.5 -0.2 0.128
H -0.23028 -8.73039 -0.72556 -0.7 0.3 0.1 0.361
H 0.86032 -9.56439 0.14556 -0.2 -0.5 1.0 0.494
H 2.33282 -8.31426 1.89517 0.3 0.2 0.0 0.475
H 3.26022 -5.60461 1.84702 0.0 0.1 -0.4 0.468
H -0.15824 -6.13382 -0.71118 0.0 -0.1 0.1 0.566
H 1.35863 -4.01196 -1.08557 0.0 0.1 0.1 0.440
H 2.62833 -3.71590 0.11114 -0.2 0.1 0.0 0.192
H 0.90094 -3.41465 0.53261 0.1 0.0 0.0 0.181
C -1.55186 5.29108 3.82804 -0.2 1.8 -1.3 -1.041
N -1.72581 5.33456 2.31998 2.5 -3.4 -0.6 0.313
C -0.49725 5.98165 1.66436 -1.7 1.8 0.5 -0.937
C -1.60401 3.80752 1.93333 -1.2 1.1 0.2 -1.197
C -3.02691 5.97952 1.76416 0.0 -1.3 1.1 -0.321
C -3.68866 7.06319 2.63173 0.1 0.3 -2.3 -0.794
O -2.77376 8.14670 2.75527 -0.5 -1.0 1.0 -0.487
H -0.61323 4.79913 4.08310 -0.3 -0.2 -0.1 0.381
H -2.45846 4.83429 4.22494 0.3 0.3 0.4 0.386
H -1.40328 6.35594 4.00719 -0.5 -0.1 1.1 0.431
H 0.51464 5.73715 1.98747 -0.5 -0.8 0.4 0.361
H -0.68241 7.01649 1.95233 0.5 0.3 -0.3 0.525
H -0.62429 5.92945 0.58305 0.1 -0.3 0.1 0.273
H -1.49621 3.74866 0.85027 0.0 -0.3 0.2 0.402
H -2.49548 3.29671 2.29729 -0.3 0.2 -0.4 0.534
H -0.81393 3.31818 2.50290 0.5 0.6 -0.4 0.321
H -3.69488 5.12202 1.68282 -0.2 0.1 0.0 0.293
H -2.77456 6.27055 0.74450 0.0 0.5 0.3 0.395
H -4.26989 6.74362 3.49669 0.9 -0.3 0.6 0.403
H -4.51776 7.39411 2.00629 -0.1 0.1 -0.4 0.399
H -2.90082 8.39477 3.67393 0.4 1.0 0.2 0.367
C -1.91992 0.78964 -6.89526 2.8 1.2 0.5 -0.842
N -0.55255 0.39416 -6.19084 -0.9 -2.6 0.2 0.016
C -1.00127 -0.75985 -5.16150 0.4 2.4 -0.2 -1.036
C 0.40534 -0.23030 -7.27122 0.4 0.1 1.6 -0.865
C 0.15660 1.58266 -5.47127 1.6 -0.9 0.3 -0.407
C 1.68125 1.29055 -5.01117 -0.1 -1.3 -1.6 -0.247
O 2.54281 1.55635 -6.12192 -0.8 0.6 0.0 -0.512
H -1.44971 1.49567 -7.57974 -1.2 0.4 -0.4 0.450
H -2.53093 1.26184 -6.12598 -0.1 -0.1 -0.3 0.333
H -2.40621 -0.01775 -7.44274 0.4 -0.2 0.4 0.345
H -0.16558 -0.95115 -4.48836 0.0 -0.6 -0.5 0.282
H -1.53168 -1.57367 -5.65593 0.8 -0.1 -0.3 0.442
H -1.75861 -0.29347 -4.53141 0.0 0.3 0.0 0.418
H 1.25599 -0.61558 -6.70904 -0.1 -0.2 0.1 0.410
H 0.88426 0.51193 -7.90982 -0.8 0.2 -0.1 0.402
H -0.04037 -1.08015 -7.78813 -0.4 0.5 0.0 0.357
H -0.36336 1.90141 -4.56786 -0.6 -0.4 -0.3 0.348
H 0.23642 2.40772 -6.17909 -0.2 -0.1 -0.1 0.429
H 1.88694 0.23445 -4.83670 -0.9 -0.5 0.3 0.284
H 1.99372 1.70302 -4.05183 -0.4 0.9 -0.2 0.049
H 3.41488 1.89302 -5.90340 0.0 0.1 0.3 0.316
C 3.82879 -0.07954 -0.02586 2.1 -1.0 -0.2 -0.992
N 5.38387 -0.24217 -0.01866 0.6 0.7 0.0 0.062
C 5.85244 -0.97336 -1.33231 -0.3 0.7 1.7 -0.812
C 6.06355 1.15360 0.00087 -1.8 -0.4 -1.0 -0.898
C 5.88804 -0.99844 1.28117 -0.7 2.2 -1.9 -0.438
C 5.23386 -2.31295 1.51077 -0.9 1.1 0.1 -0.367
O 5.94194 -2.72045 2.62643 0.4 -1.5 0.4 -0.506
H 3.54849 -1.12213 -0.17602 -0.8 0.3 0.1 0.062
H 3.53199 0.52291 -0.88438 0.1 0.0 0.1 0.581
H 3.46354 0.32685 0.91730 0.2 -0.1 -0.1 0.277
H 5.25772 -1.87028 -1.50535 0.0 0.2 0.1 0.364
H 6.88538 -1.25485 -1.12761 0.0 0.1 -0.4 0.388
H 5.73924 -0.24698 -2.13709 0.2 -0.3 0.0 0.384
H 7.15166 1.12883 -0.05830 -0.2 -0.3 0.6 0.397
H 5.57224 1.73755 0.77914 0.8 -0.3 0.6 0.376
H 5.70217 1.65956 -0.89440 0.2 -0.1 -0.3 0.383
H 5.63294 -0.33085 2.10417 0.1 0.1 -0.1 0.292
H 6.97555 -1.02451 1.21223 -0.1 -0.4 -0.1 0.517
H 5.18582 -2.91171 0.60122 0.7 -0.8 0.3 0.288
H 4.19082 -2.13564 1.77295 -0.3 0.0 0.0 0.241
H 5.38129 -2.71129 3.40566 0.1 -0.2 0.1 0.372
C -4.32071 -2.84976 1.49807 0.7 -0.7 0.3 -0.982
N -3.80651 -3.89995 0.49928 0.5 -0.1 0.0 0.160
C -2.47436 -4.41108 1.09229 -2.0 1.1 -0.6 -0.919
C -4.73328 -5.14877 0.48368 -0.2 1.6 -0.1 -0.699
C -3.53902 -3.29552 -0.98946 0.1 -0.2 1.3 0.023
C -4.39972 -2.11607 -1.32580 -1.3 -0.1 -1.1 -0.914
O -5.81133 -2.38502 -1.22153 1.3 0.2 0.8 -0.520
H -5.35490 -2.53622 1.35578 0.3 0.0 -0.5 0.413
H -3.59160 -2.04721 1.60946 -0.2 0.4 -1.0 0.211
H -4.22181 -3.27579 2.49647 -0.5 -0.6 -0.1 0.535
H -1.90618 -3.49378 1.24665 0.8 -0.5 -0.5 0.104
H -2.19195 -5.17338 0.36618 0.8 0.2 0.4 0.649
H -2.74687 -4.80704 2.07058 0.3 -0.4 -0.2 0.283
H -5.72680 -4.70714 0.56111 -0.2 -0.6 -0.4 0.355
H -4.55127 -5.77139 1.35964 0.1 0.2 0.0 0.363
H -4.55440 -5.71542 -0.43011 -0.2 0.2 0.1 0.332
H -3.55544 -4.09389 -1.73137 -0.5 -0.3 0.4 0.450
H -2.52771 -2.89042 -1.02469 0.2 -0.2 0.5 -0.109
H -4.27696 -1.89380 -2.38581 0.8 -0.2 -0.2 0.553
H -4.01304 -1.21740 -0.84519 -0.5 0.1 0.7 0.318
H -6.21023 -1.76001 -1.83132 -0.6 -0.1 0.0 0.364
```
Positions in Å, forces in eV/Å.

Properties
energy: -141020.144 eV
charge: +6
LUMO: -12.31 eV
HOMO energy: -21.42 eV
HOMO-LUMO gap: 9.109 eV

Formula: C4H8O3S
Source: the Open Molecules 2025 dataset
Level of theory: wB97M-V/def2-TZVPD

```
16
Properties=species:S:1:pos:R:3:forces:R:3:mulliken_charge:R:1
C -0.77706 -1.17648 0.65070 -0.8 4.0 -1.4 -1.128
C 0.24517 -0.85393 -0.48951 -0.1 1.4 0.7 -0.587
C 1.21039 0.22306 -0.08266 -1.2 -0.3 -0.2 0.898
C 0.85484 1.66470 -0.18937 -2.8 -2.2 -0.3 -1.495
O 1.89221 -0.14800 1.19260 0.2 0.4 1.0 -0.422
S 2.87578 -0.12906 -0.04345 1.2 0.1 0.6 0.984
O 3.27035 -1.48042 -0.32772 0.5 0.8 -0.4 -0.590
O 3.77150 1.01199 -0.01480 -0.6 -1.5 -0.3 -0.590
H -0.42412 -0.99515 1.67802 0.3 -0.7 -0.6 0.315
H -1.30824 -2.06796 0.44694 -0.3 -1.0 0.2 0.385
H -1.46416 -0.32312 0.46348 -0.5 -0.7 0.7 0.278
H -0.03413 -0.54759 -1.52533 -0.8 -0.8 0.9 0.379
H 0.77380 -1.72142 -0.46218 2.0 -2.5 -1.1 0.362
H 1.48321 2.12477 0.43332 3.0 2.5 1.5 0.526
H -0.10809 1.91886 0.25603 -0.4 -0.5 -0.3 0.337
H 0.83730 1.88352 -1.22173 0.3 0.9 -1.0 0.348
```
Positions in Å, forces in eV/Å.

Properties
energy: -21252.667 eV
SMILES: CC[C@@]1(C)OS1(=O)=O
LUMO: 0.55 eV
HOMO energy: -10.88 eV
HOMO-LUMO gap: 11.434 eV

We obtain largest force on an atom values of 0.060 0.050 0.104 0.085 Eh/bohr for the records listed above, in that order.
We obtain energy relative to the best compared isomer or geometry (same formula, charge and spin) values of 120.5 22.7 444.8 294.4 kJ/mol for the records listed above, in that order.